No. 1
ORCA calculation (ωB97M-V with the def2-TZVPD basis set) on a 5-piece molecular cluster, C35H81FN8O6 overall.

```
131
Properties=species:S:1:pos:R:3:mulliken_charge:R:1
C 1.251 1.748 -0.363 -1.4345
C -0.275 1.921 -0.214 -0.4169
C -1.047 1.925 -1.544 -1.3597
C -1.453 0.542 -2.173 3.0036
C -0.507 -0.554 -1.710 -2.6452
C -1.347 0.749 -3.711 0.2366
C -1.315 -0.452 -4.696 -1.0469
C 0.087 -1.034 -4.968 -0.4774
C 0.105 -2.534 -5.309 -1.2548
C 0.078 -3.516 -4.133 -0.5647
N 1.076 -3.204 -3.127 -0.0357
C 1.049 -3.706 -1.839 0.2253
N 2.049 -3.548 -1.074 -0.6944
N -0.216 -4.294 -1.499 -0.4201
C -2.641 1.470 -3.951 -1.0168
O -2.858 2.445 -4.639 -0.7759
N -3.606 0.812 -3.229 0.1243
C -3.021 0.235 -1.986 0.8872
C -3.379 -1.279 -1.979 -1.2439
C -3.241 -2.128 -0.702 -0.9170
F -2.432 -1.557 0.293 -0.2565
C -3.648 0.943 -0.766 -0.9728
C -5.079 0.570 -0.407 -1.0284
O -5.894 0.711 -1.556 -0.3186
C -7.227 0.232 -1.413 -0.4107
C -7.456 -1.009 -2.255 -1.0729
H 1.799 2.565 0.122 0.3716
H 1.610 0.810 0.072 0.1518
H 1.550 1.738 -1.415 0.4465
H -0.488 2.869 0.290 0.5726
H -0.672 1.147 0.450 0.1563
H -0.433 2.451 -2.286 0.5419
H -1.921 2.558 -1.420 0.4283
H 0.507 -0.335 -2.054 0.6282
H -0.786 -1.516 -2.141 0.0346
H -0.475 -0.673 -0.632 0.3059
H -0.476 1.356 -3.964 1.0369
H -1.696 -0.040 -5.639 0.6295
H -2.020 -1.239 -4.428 0.2820
H 0.749 -0.834 -4.121 0.3021
H 0.522 -0.507 -5.824 0.4107
H -0.781 -2.762 -5.917 0.3766
H 0.972 -2.748 -5.944 0.4452
H 0.204 -4.535 -4.527 0.4138
H -0.897 -3.499 -3.640 0.2849
H 2.027 -3.160 -3.471 0.2945
H 1.903 -3.993 -0.172 0.2325
H -0.446 -4.048 -0.541 0.2811
H -0.167 -5.305 -1.565 0.2042
H -4.470 1.325 -3.109 0.4471
H -2.811 -1.760 -2.773 0.2921
H -4.430 -1.335 -2.284 0.2963
H -4.211 -2.283 -0.221 0.3819
H -2.813 -3.106 -0.938 0.3031
H -3.032 0.759 0.119 0.1550
H -3.634 2.020 -0.944 0.6136
H -5.424 1.249 0.387 0.5134
H -5.147 -0.450 -0.008 0.3629
H -7.899 1.043 -1.715 0.3637
H -7.424 0.027 -0.353 0.3338
H -7.069 -0.840 -3.265 0.2704
H -8.523 -1.234 -2.328 0.4152
H -6.948 -1.885 -1.840 0.2284
C -5.535 4.912 -8.599 -1.5199
C -4.296 4.529 -7.795 0.4484
C -2.977 4.705 -8.552 -0.6968
O -2.717 3.731 -9.546 -0.3821
C -3.348 3.946 -10.789 -0.6468
N -4.468 3.187 -7.242 -0.5939
H -5.810 4.120 -9.297 0.2788
H -6.381 5.056 -7.927 0.3744
H -5.382 5.833 -9.165 0.3530
H -4.230 5.214 -6.942 0.4073
H -2.160 4.605 -7.834 0.3276
H -2.918 5.710 -8.996 0.4323
H -3.389 5.014 -11.031 0.3024
H -4.365 3.545 -10.819 0.2211
H -2.752 3.437 -11.546 0.2562
H -3.717 2.995 -6.584 0.1675
H -4.352 2.520 -8.000 0.3184
C 5.386 -3.649 2.081 -1.6384
C 4.343 -2.597 1.707 0.4868
C 4.506 -1.245 2.412 -0.6668
O 4.122 -1.219 3.780 -0.1971
C 5.080 -1.688 4.711 -0.5974
N 3.002 -3.153 1.882 -0.6113
H 5.163 -4.107 3.043 0.3239
H 5.385 -4.444 1.335 0.4038
H 6.389 -3.221 2.127 0.3513
H 4.453 -2.394 0.637 0.3418
H 3.841 -0.531 1.920 0.1016
H 5.533 -0.870 2.309 0.5721
H 6.095 -1.425 4.399 0.3862
H 5.023 -2.769 4.856 0.2538
H 4.878 -1.197 5.662 -0.0042
H 2.325 -2.519 1.467 0.2026
H 2.782 -3.171 2.875 0.3412
C -0.271 0.723 5.554 -1.5673
C 1.097 0.323 5.010 0.4945
C 2.039 1.493 4.723 -0.5358
O 1.719 2.253 3.571 -0.3000
C 0.717 3.232 3.743 -0.6830
N 0.921 -0.557 3.857 -0.6572
H -0.923 1.076 4.755 0.2648
H -0.755 -0.140 6.010 0.3845
H -0.190 1.510 6.306 0.3507
H 1.605 -0.269 5.781 0.3846
H 3.033 1.081 4.532 0.1279
H 2.104 2.155 5.599 0.4354
H 0.785 3.696 4.733 0.3555
H -0.292 2.828 3.618 0.1999
H 0.879 3.998 2.985 0.2577
H 1.833 -0.923 3.596 0.2310
H 0.617 0.000 3.067 0.2274
C 6.949 -1.644 8.641 -1.3991
C 6.529 -0.211 8.952 0.3230
C 6.030 0.006 10.384 -0.7445
O 4.740 -0.505 10.648 -0.3717
C 4.675 -1.883 10.952 -0.6275
N 5.566 0.230 7.941 -0.5292
H 6.081 -2.279 8.463 0.2623
H 7.557 -1.663 7.737 0.3151
H 7.530 -2.077 9.457 0.3814
H 7.415 0.425 8.849 0.3654
H 5.953 1.082 10.558 0.3476
H 6.751 -0.400 11.107 0.4024
H 5.545 -2.197 11.539 0.2986
H 4.615 -2.508 10.058 0.2251
H 3.776 -2.038 11.547 0.2586
H 5.386 1.224 8.040 0.2381
H 4.675 -0.219 8.139 0.2649
```

Computed properties:
Kohn-Sham gap   9.19 eV
Charge   0
Spin multiplicity   1
HOMO   -8.51 eV


No. 2
ORCA calculation (ωB97M-V with the def2-TZVPD basis set) on a 13-piece molecular cluster, C35H82BN14O30S2 overall in a non-equilibrium geometry.

```
164
Properties=species:S:1:pos:R:3:mulliken_charge:R:1
C 4.481 -1.656 2.401 -0.8207
C 5.683 -0.706 2.431 -0.3992
O 5.884 -0.178 1.126 -0.2916
C 6.986 0.687 1.024 -0.6347
C 6.619 2.173 1.351 -0.4960
O 5.261 2.327 1.686 -0.3154
C 4.372 2.582 0.595 -0.0289
C 3.255 1.521 0.567 -0.3167
O 2.026 2.154 0.319 -0.4653
C 0.862 1.456 0.831 -0.7312
B -0.222 1.066 -0.313 1.8306
C -1.570 0.447 0.398 -0.3695
C -2.589 1.504 0.896 -0.3339
C -3.705 0.918 1.802 -0.7076
C -5.107 0.842 1.143 -0.5367
N -5.812 -0.443 1.305 -0.6638
C 0.408 -0.025 -1.404 -0.1600
C 1.292 -1.190 -0.876 0.2634
C 0.548 -2.373 -0.238 -0.6193
S 1.768 -3.767 -0.081 0.1943
C 0.876 -5.184 -0.787 -0.4293
S -0.211 -5.973 0.118 -0.2203
N 1.202 -5.607 -2.107 0.2496
C 2.479 -6.345 -2.173 -0.2907
C 3.773 -5.524 -2.223 -0.9851
C 1.085 -4.547 -3.112 -0.4078
C -0.364 -4.105 -3.350 -1.2103
C -0.582 2.452 -1.174 -0.2116
C -1.259 2.170 -2.461 -0.1381
O -2.210 1.515 -2.658 -0.5073
O -0.631 2.814 -3.612 -0.3252
C -0.013 1.943 -4.466 1.0445
C 1.487 1.943 -4.559 -1.3252
O -0.661 1.224 -5.156 -0.5289
H 4.674 -2.483 3.093 0.4053
H 4.392 -2.084 1.397 0.1500
H 3.549 -1.173 2.704 0.2442
H 5.495 0.127 3.128 0.1681
H 6.591 -1.238 2.759 0.4765
H 7.798 0.362 1.699 0.3175
H 7.389 0.610 0.004 0.3303
H 7.194 2.500 2.231 0.3868
H 6.930 2.827 0.521 0.2985
H 4.931 2.579 -0.350 0.1804
H 3.919 3.583 0.686 0.2051
H 3.489 0.801 -0.238 -0.0210
H 3.275 0.985 1.527 0.0630
H 1.176 0.566 1.402 0.1672
H 0.386 2.134 1.566 0.1711
H -2.105 -0.278 -0.238 -0.0344
H -1.247 -0.123 1.294 0.1651
H -2.081 2.330 1.410 0.1850
H -3.097 1.914 0.009 0.0669
H -3.436 -0.090 2.141 0.2344
H -3.806 1.524 2.715 0.3652
H -5.052 1.037 0.066 0.3668
H -5.755 1.611 1.587 0.2293
H -5.552 -0.889 2.174 0.2565
H -5.608 -1.056 0.529 0.2483
H -0.429 -0.484 -1.956 0.3698
H 1.054 0.538 -2.097 -1.0312
H 2.081 -0.859 -0.186 -0.4284
H 1.820 -1.617 -1.749 0.2413
H 0.216 -2.138 0.780 0.4912
H -0.306 -2.692 -0.831 0.3279
H 2.515 -6.987 -1.281 0.3644
H 2.419 -7.033 -3.026 0.0788
H 4.597 -6.231 -2.413 0.4581
H 4.002 -5.026 -1.275 0.2490
H 3.792 -4.806 -3.053 0.1925
H 1.707 -3.670 -2.863 0.1285
H 1.494 -4.954 -4.048 0.6186
H -0.984 -4.186 -2.454 0.1963
H -0.850 -4.718 -4.123 0.3666
H -0.418 -3.062 -3.692 0.2839
H -1.185 3.161 -0.586 0.1214
H 0.347 2.981 -1.433 0.2263
H 1.738 1.689 -5.596 0.4390
H 1.938 2.910 -4.319 0.2820
H 1.913 1.164 -3.916 0.2052
C 2.398 -4.623 5.475 -0.7962
N 2.361 -3.337 4.726 0.8656
O 2.331 -3.391 3.518 -0.4242
O 2.367 -2.319 5.390 -0.5272
H 2.389 -5.435 4.756 0.3025
H 3.307 -4.626 6.069 0.2974
H 1.523 -4.649 6.117 0.2838
C -1.803 4.158 -6.197 -0.5217
N -1.350 4.667 -7.520 0.9323
O -0.179 4.961 -7.649 -0.5446
O -2.187 4.757 -8.396 -0.5780
H -0.960 4.130 -5.523 0.2071
H -2.572 4.834 -5.837 0.2873
H -2.206 3.161 -6.349 0.2574
C -1.780 6.875 -0.499 -0.7767
N -1.494 6.298 0.842 1.0143
O -0.329 6.205 1.177 -0.5222
O -2.446 5.967 1.514 -0.5717
H -0.840 7.125 -0.973 0.2799
H -2.318 6.123 -1.071 0.3272
H -2.392 7.754 -0.348 0.2774
C -6.524 -4.558 -0.900 -0.6455
N -5.580 -3.708 -0.131 0.8257
O -4.607 -3.273 -0.697 -0.4380
O -5.864 -3.489 1.033 -0.4822
H -6.143 -4.656 -1.910 0.3099
H -6.575 -5.519 -0.398 0.1296
H -7.491 -4.064 -0.879 0.3044
C 1.132 -7.239 -6.773 -0.7099
N 1.392 -7.989 -5.513 0.9091
O 2.546 -8.118 -5.157 -0.5418
O 0.424 -8.416 -4.924 -0.5048
H 2.084 -6.919 -7.182 0.3031
H 0.613 -7.912 -7.449 0.2929
H 0.503 -6.391 -6.519 0.2489
C -5.540 -7.214 2.885 -0.6764
N -6.253 -7.825 1.730 0.9191
O -5.795 -8.842 1.244 -0.5356
O -7.259 -7.272 1.338 -0.5091
H -4.673 -7.821 3.111 0.3557
H -5.258 -6.213 2.588 0.1507
H -6.237 -7.185 3.717 0.3066
C 3.948 5.062 3.410 -0.1277
N 4.430 6.436 3.109 0.9849
O 5.230 6.575 2.206 -0.5529
O 3.989 7.346 3.783 -0.5906
H 4.430 4.367 2.730 -0.2930
H 4.207 4.840 4.441 0.3127
H 2.870 5.057 3.276 0.3093
C -0.778 11.761 0.500 -0.7204
N -1.662 10.976 -0.405 0.8525
O -1.387 9.806 -0.586 -0.5080
O -2.601 11.559 -0.897 -0.5258
H 0.008 11.106 0.860 0.2985
H -0.376 12.587 -0.079 0.2868
H -1.394 12.128 1.315 0.2990
C -9.423 -9.376 1.547 -0.7181
N -10.696 -9.967 1.049 0.8752
O -11.595 -9.211 0.747 -0.5262
O -10.750 -11.178 0.977 -0.5375
H -9.520 -8.299 1.556 0.3143
H -9.259 -9.772 2.545 0.2754
H -8.630 -9.691 0.875 0.3029
C 2.169 10.096 4.252 -0.7013
N 0.985 10.654 4.961 0.8967
O 0.672 11.804 4.723 -0.5520
O 0.409 9.919 5.732 -0.5217
H 2.572 10.868 3.608 0.3129
H 2.889 9.792 5.005 0.3105
H 1.837 9.234 3.681 0.2570
C -2.256 -4.518 3.386 -0.6097
N -3.447 -4.427 4.273 0.9933
O -3.829 -3.340 4.635 -0.5408
O -3.974 -5.489 4.570 -0.6056
H -1.893 -3.516 3.179 0.2370
H -1.510 -5.113 3.904 0.2843
H -2.577 -5.013 2.472 0.2341
C 5.783 6.026 -1.143 -0.7494
N 6.228 4.911 -2.026 0.9005
O 5.479 3.968 -2.153 -0.4776
O 7.317 5.024 -2.551 -0.5723
H 4.804 5.778 -0.750 0.2296
H 6.514 6.123 -0.346 0.2982
H 5.754 6.926 -1.749 0.3637
```

Computed properties:
Kohn-Sham gap   6.81 eV
Charge   -1
Spin multiplicity   1
HOMO   -5.64 eV


No. 3
ORCA calculation (ωB97M-V with the def2-TZVPD basis set) on a 6-piece molecular cluster, C35H82N6O14S2 overall in a non-equilibrium geometry.

```
139
Properties=species:S:1:pos:R:3:mulliken_charge:R:1
O -5.322 -2.285 -1.143 -0.6929
S -4.204 -1.498 -0.515 1.4045
O -2.999 -2.375 -0.415 -0.4697
O -4.064 -0.004 -1.258 -0.2849
C -3.838 1.103 -0.318 1.6254
C -4.585 2.411 -0.831 -0.0362
C -3.931 3.095 -2.126 -0.2446
C -2.992 4.336 -1.731 -0.2676
C -3.846 5.583 -1.213 -0.3928
O -2.959 6.650 -0.730 -0.4672
C -2.272 1.142 0.010 -0.2492
O -1.431 1.553 -1.087 -0.3936
C -0.584 0.469 -1.545 -0.1540
O -1.343 -0.439 -2.354 0.0494
C -0.862 -0.543 -3.706 0.2595
C -1.911 0.032 -4.811 -0.6381
O -3.206 0.152 -4.183 -0.3487
C -4.566 0.574 1.042 0.2908
C -6.082 1.015 1.326 -0.9278
C -7.174 0.363 0.343 -0.7061
C -8.227 1.412 -0.260 -0.4499
C -8.987 2.299 0.849 -0.4566
O -8.605 3.693 0.751 -0.5166
N -3.836 0.730 2.337 -0.3436
C -3.946 1.939 2.798 0.2821
S -3.931 3.607 2.887 -0.1161
O -4.706 -0.892 0.965 -0.4577
H -5.642 2.073 -1.147 -0.4409
H -4.762 3.148 0.034 -0.0382
H -4.730 3.461 -2.866 0.5409
H -3.292 2.302 -2.637 -0.2588
H -2.285 4.045 -0.868 -0.0711
H -2.343 4.561 -2.646 0.4931
H -4.577 5.991 -1.994 0.2311
H -4.472 5.252 -0.303 0.1519
H -3.246 6.822 0.194 0.2738
H -2.018 1.839 0.893 0.0713
H -1.993 0.086 0.384 -0.3297
H 0.308 0.954 -2.054 0.3225
H -0.156 -0.152 -0.670 0.0172
H -0.794 -1.671 -3.937 -0.5027
H 0.178 -0.125 -3.894 0.3743
H -1.559 1.004 -5.291 0.2948
H -1.984 -0.748 -5.658 0.4089
H -3.923 0.100 -4.850 0.2416
H -6.338 0.652 2.386 0.6123
H -6.259 2.143 1.319 0.3133
H -7.773 -0.408 0.933 0.3437
H -6.715 -0.191 -0.546 0.1512
H -9.025 0.797 -0.813 0.3878
H -7.785 2.119 -1.046 0.2104
H -10.108 2.257 0.576 0.2652
H -8.851 1.896 1.907 0.2935
H -8.665 3.982 -0.187 0.3262
C -0.891 -4.531 -2.874 -0.9559
C -0.910 -4.751 -4.384 0.6144
C -1.273 -6.193 -4.795 -0.9613
O -0.225 -7.139 -4.615 -0.4003
C -0.077 -7.609 -3.286 -0.6348
N 0.387 -4.342 -4.941 -0.6582
H 0.009 -4.929 -2.401 0.2233
H -0.918 -3.461 -2.648 -0.1143
H -1.760 -4.992 -2.399 0.3435
H -1.682 -4.091 -4.796 0.3813
H -1.484 -6.192 -5.869 0.3995
H -2.191 -6.533 -4.300 0.4189
H -1.036 -7.692 -2.769 0.2926
H 0.601 -6.957 -2.731 0.2312
H 0.382 -8.599 -3.326 0.2603
H 0.336 -4.391 -5.957 0.2861
H 1.063 -5.067 -4.699 0.3095
C 0.125 -2.976 4.661 -1.5497
C -0.716 -2.300 3.582 0.3217
C 0.095 -1.871 2.342 -0.1333
O 0.889 -0.703 2.529 -0.3301
C 2.122 -0.928 3.193 -0.7742
N -1.430 -1.164 4.178 -0.7130
H 0.710 -2.265 5.247 0.2892
H -0.521 -3.509 5.365 0.3925
H 0.812 -3.706 4.224 0.3388
H -1.459 -3.032 3.246 0.4635
H -0.617 -1.616 1.549 -0.2284
H 0.706 -2.696 1.955 0.4905
H 2.558 -1.898 2.936 0.3321
H 1.987 -0.843 4.272 0.2423
H 2.819 -0.144 2.888 0.2678
H -2.068 -0.779 3.484 0.1705
H -0.749 -0.417 4.319 0.3904
C -0.602 10.967 3.595 -1.4049
C -0.273 9.978 2.480 0.3423
C -1.518 9.334 1.836 -0.7436
O -2.135 8.321 2.626 -0.2742
C -2.981 8.809 3.654 -0.7119
N 0.650 8.962 3.003 -0.7349
H -0.873 10.472 4.530 0.2799
H 0.266 11.595 3.811 0.3519
H -1.425 11.626 3.305 0.3407
H 0.246 10.539 1.695 0.4084
H -1.198 8.832 0.917 0.3337
H -2.253 10.091 1.535 0.4380
H -3.505 9.721 3.358 0.3227
H -2.406 8.978 4.566 0.2408
H -3.724 8.039 3.876 0.2287
H 0.950 8.366 2.234 0.2751
H 0.107 8.335 3.596 0.3165
C 6.538 -1.388 -1.515 -1.5072
C 7.030 -1.329 -0.071 0.9708
C 5.904 -1.484 0.971 -0.7234
O 5.094 -0.327 1.143 -0.4380
C 4.088 -0.161 0.158 -0.7001
N 7.778 -0.081 0.126 -0.7651
H 6.064 -0.459 -1.836 0.3455
H 7.378 -1.564 -2.192 0.3437
H 5.824 -2.204 -1.653 0.3428
H 7.720 -2.167 0.068 -0.1153
H 6.373 -1.659 1.946 0.3564
H 5.283 -2.365 0.765 0.3980
H 3.679 -1.117 -0.180 0.3238
H 4.482 0.408 -0.686 0.3087
H 3.277 0.426 0.597 0.2351
H 8.193 -0.091 1.056 0.2668
H 7.098 0.678 0.175 0.3650
C 9.693 -5.416 -0.913 -1.4964
C 9.035 -5.114 0.430 0.4916
C 9.223 -6.232 1.476 -0.8504
O 8.402 -7.376 1.270 -0.3878
C 8.886 -8.281 0.292 -0.6483
N 7.614 -4.817 0.208 -0.5655
H 9.118 -6.123 -1.514 0.2951
H 9.783 -4.500 -1.504 0.3439
H 10.699 -5.822 -0.776 0.3610
H 9.514 -4.213 0.828 0.3551
H 8.925 -5.831 2.451 0.3481
H 10.276 -6.523 1.570 0.4774
H 9.978 -8.334 0.285 0.2964
H 8.511 -8.003 -0.695 0.2188
H 8.493 -9.273 0.523 0.2613
H 7.202 -4.514 1.089 0.2010
H 7.145 -5.702 0.014 0.2943
```

Computed properties:
Kohn-Sham gap   8.06 eV
Charge   0
Spin multiplicity   1
HOMO   -9.04 eV


> What is the formula in the first record?

C35H81FN8O6


> The lowest Kohn-Sham gap belongs to which entry?

C35H82BN14O30S2


> Which of these has the highest HOMO?

C35H82BN14O30S2